one) {
  "formula": "C6H8NO",
  "method": "the ωB97M-V functional and the def2-TZVPD basis",
  "orbital_gap_ev": [7.1618, 7.1537],
  "lumo_energy_ev": [-6.877, -6.882],
  "total_charge": 1,
  "homo_ha": [-0.5159, -0.5158],
  "elements": ["C", "C", "C", "C", "C", "C", "N", "O", "H", "H", "H", "H", "H", "H", "H", "H"],
  "coordinates": [[-0.13, -1.04, -1.31], [-1.52, -0.65, -0.59], [-0.35, 0.33, -0.59], [-1.41, -1.18, 0.81], [0.19, 0.38, 0.74], [1.45, 1.15, 1.02], [-0.57, -0.33, 1.65], [-0.37, -0.48, 2.87], [0.51, -1.68, -0.67], [-0.04, -1.15, -2.37], [-2.26, -0.51, -1.31], [-0.39, 1.15, -1.27], [-1.80, -1.97, 1.29], [1.99, 0.94, 2.02], [1.37, 2.29, 0.92], [2.22, 0.98, 0.12]]
}

***

two) {
  "formula": "C6H8NO",
  "method": "the ωB97M-V functional and the def2-TZVPD basis",
  "orbital_gap_ev": 7.5648,
  "lumo_energy_ev": -5.915,
  "total_charge": 1,
  "homo_ha": -0.4954,
  "elements": ["C", "C", "C", "C", "C", "C", "N", "O", "H", "H", "H", "H", "H", "H", "H", "H"],
  "coordinates": [[-3.03, -0.50, 0.74], [-2.50, -0.49, -0.45], [-0.10, -0.84, -0.29], [0.39, 0.21, 0.47], [1.75, -0.01, 0.92], [1.06, -1.69, -0.71], [2.18, -1.18, 0.14], [-1.28, -0.99, -0.87], [-3.98, 0.09, 0.72], [-2.98, 0.04, -1.27], [-2.48, -0.87, 1.61], [-0.20, 0.99, 0.80], [2.49, 0.71, 0.86], [1.59, -0.36, 2.02], [3.07, -1.04, -0.33], [2.23, -2.10, 0.76]]
}

***

Verdict on stability: two) comes out at the bottom.

***

one) {
  "formula": "C2H2O2S",
  "method": "the ωB97M-V functional and the def2-TZVPD basis",
  "orbital_gap_ev": 7.9254,
  "lumo_energy_ev": 0.279,
  "total_charge": 0,
  "homo_ha": -0.2810,
  "elements": ["C", "C", "O", "O", "S", "H", "H"],
  "coordinates": [[-0.45, -1.08, -0.16], [0.30, 0.21, 0.15], [-0.74, 1.05, 0.22], [1.53, 0.56, -0.10], [-1.91, -0.12, -0.11], [-0.26, -2.20, -0.21], [1.53, 1.58, 0.21]]
}

***

two) {
  "formula": "C2H2O2S",
  "method": "the ωB97M-V functional and the def2-TZVPD basis",
  "orbital_gap_ev": 9.8574,
  "lumo_energy_ev": -0.980,
  "total_charge": 0,
  "homo_ha": -0.3983,
  "elements": ["C", "C", "O", "O", "S", "H", "H"],
  "coordinates": [[1.35, 0.32, -0.41], [1.60, -0.50, 0.43], [-2.19, 1.29, 0.59], [-2.25, -0.99, -0.28], [-1.53, 0.24, -0.17], [1.28, 0.97, -1.24], [1.74, -1.35, 1.08]]
}

***

Verdict on stability: one) comes out at the bottom.

***

one) {
  "formula": "C5H6ClN",
  "method": "the ωB97M-V functional and the def2-TZVPD basis",
  "orbital_gap_ev": 10.8348,
  "lumo_energy_ev": 0.560,
  "total_charge": 0,
  "homo_ha": -0.3776,
  "elements": ["C", "C", "C", "C", "C", "N", "Cl", "H", "H", "H", "H", "H", "H"],
  "coordinates": [[0.71, 0.12, 2.10], [-0.82, -0.59, 0.36], [0.31, -0.04, 0.74], [-1.53, -0.78, -1.01], [1.48, 0.82, -0.54], [1.21, 0.38, 3.11], [2.38, 1.93, 0.48], [-1.43, -0.74, 1.16], [-2.56, -1.18, -0.90], [-0.98, -1.53, -1.60], [-1.75, 0.01, -1.63], [2.08, 0.12, -1.02], [0.91, 1.47, -1.25]]
}

***

two) {
  "formula": "C5H6ClN",
  "method": "the ωB97M-V functional and the def2-TZVPD basis",
  "orbital_gap_ev": 9.8523,
  "smiles": "C#C/C(=C\\Cl)CN",
  "lumo_energy_ev": 0.695,
  "total_charge": 0,
  "homo_ha": -0.3365,
  "elements": ["C", "C", "C", "C", "Cl", "C", "N", "H", "H", "H", "H", "H", "H"],
  "coordinates": [[0.12, 2.79, 0.00], [0.59, 1.59, 0.16], [0.51, 0.15, -0.12], [1.50, -0.68, -0.09], [3.20, -0.29, 0.03], [-0.99, -0.20, -0.01], [-1.07, -1.73, -0.04], [0.05, 3.93, -0.31], [1.32, -1.78, -0.60], [-1.41, 0.13, -0.91], [-1.30, 0.44, 0.89], [-2.08, -2.10, 0.12], [-0.46, -2.25, 0.89]]
}

***

Verdict on stability: two) comes out at the bottom.

***

one) {
  "formula": "C4H36N2O14",
  "method": "the ωB97M-V functional and the def2-TZVPD basis",
  "orbital_gap_ev": 8.7807,
  "lumo_energy_ev": -0.142,
  "total_charge": 0,
  "homo_ha": -0.3279,
  "elements": ["C", "N", "C", "C", "N", "C", "O", "H", "H", "H", "H", "H", "H", "H", "H", "H", "H", "H", "H", "O", "H", "H", "O", "H", "H", "O", "H", "H", "O", "H", "H", "O", "H", "H", "O", "H", "H", "O", "H", "H", "O", "H", "H", "O", "H", "H", "O", "H", "H", "O", "H", "H", "O", "H", "H", "O"],
  "coordinates": [[1.45, 2.22, -3.29], [1.19, 2.33, -1.84], [1.64, 1.28, -1.01], [0.66, 0.08, -0.99], [0.98, -1.25, -0.92], [2.28, -1.73, -1.34], [-0.52, 0.34, -1.23], [0.89, 3.13, -3.61], [1.13, 1.35, -3.82], [2.49, 2.41, -3.63], [0.17, 2.40, -1.84], [2.64, 0.93, -1.35], [1.60, 1.43, 0.12], [0.27, -1.90, -1.20], [3.03, -1.40, -0.65], [2.26, -2.82, -1.56], [2.76, -1.37, -2.32], [-2.31, -1.96, -1.03], [-2.57, -3.08, -2.20], [-1.95, -2.45, -1.83], [4.71, 1.64, -1.43], [3.97, 3.06, -1.50], [4.15, 2.27, -0.97], [-3.66, 1.98, 0.54], [-3.36, 2.83, 1.67], [-2.91, 2.52, 0.84], [0.24, -4.58, -0.11], [1.49, -4.73, 0.80], [1.05, -5.07, 0.01], [4.57, -1.95, 1.19], [4.73, -0.98, 2.37], [5.21, -1.54, 1.77], [-2.65, 1.96, -2.87], [-2.14, 2.80, -1.80], [-2.19, 2.81, -2.77], [-2.37, -2.68, 2.03], [-3.09, -3.60, 1.06], [-2.28, -3.10, 1.17], [1.73, -1.38, 1.57], [2.50, -0.96, 2.73], [2.58, -1.57, 1.98], [-2.51, 0.93, 1.99], [-1.45, 0.18, 2.73], [-2.29, 0.62, 2.95], [1.37, 1.76, 3.89], [0.01, 1.46, 4.23], [0.86, 1.00, 4.20], [-0.82, 2.09, 2.06], [-1.15, 1.42, 0.66], [-0.54, 1.43, 1.42], [-2.37, 0.40, -1.50], [-3.99, 0.72, -1.64], [-3.29, 0.20, -1.26], [-4.22, -0.53, 0.66], [-3.83, -0.28, 2.13], [-4.27, 0.14, 1.35]]
}

***

two) {
  "formula": "C4H36N2O14",
  "method": "the ωB97M-V functional and the def2-TZVPD basis",
  "orbital_gap_ev": 9.6731,
  "lumo_energy_ev": -0.143,
  "total_charge": 0,
  "homo_ha": -0.3607,
  "elements": ["N", "C", "C", "C", "C", "N", "O", "H", "H", "H", "H", "H", "H", "H", "H", "H", "H", "H", "H", "O", "H", "H", "O", "H", "H", "O", "H", "H", "O", "H", "H", "O", "H", "H", "O", "H", "H", "O", "H", "H", "O", "H", "H", "O", "H", "H", "O", "H", "H", "O", "H", "H", "O", "H", "H", "O"],
  "coordinates": [[0.88, 0.49, -1.23], [0.73, 3.12, 0.33], [0.07, 1.83, 0.81], [-0.19, 1.00, -0.37], [-1.02, -0.25, 0.07], [-1.93, -0.54, -0.91], [-0.87, -0.93, 0.97], [1.67, 0.34, -0.59], [1.05, 0.99, -2.13], [-0.01, 3.61, -0.43], [1.63, 3.08, -0.36], [1.05, 3.80, 1.13], [0.73, 1.26, 1.56], [-0.88, 2.21, 1.34], [-0.98, 1.76, -1.11], [-2.11, 0.30, -1.56], [-2.68, -1.08, -0.70], [0.16, 0.58, 4.29], [0.49, 1.89, 3.41], [-0.11, 1.51, 4.21], [-2.80, -1.16, 1.51], [-3.74, -2.06, 2.38], [-3.64, -1.63, 1.52], [-1.58, 3.37, -2.96], [-0.65, 2.30, -3.48], [-0.99, 2.77, -2.64], [-4.28, 0.12, 1.24], [-3.28, 1.04, 0.56], [-4.21, 0.72, 0.54], [4.29, -1.05, -0.83], [4.52, 0.27, -0.26], [4.67, -0.18, -1.13], [3.30, -2.95, -0.77], [1.94, -2.22, -0.61], [2.78, -2.13, -1.00], [-0.26, 0.18, -4.44], [0.86, 0.86, -3.65], [0.01, 1.02, -4.12], [0.34, -2.90, 2.58], [0.02, -1.58, 2.93], [0.83, -2.08, 2.83], [-1.60, -3.47, 1.93], [-0.75, -4.75, 1.31], [-1.00, -4.21, 2.08], [0.71, -2.19, -3.41], [-0.52, -1.55, -2.80], [-0.22, -2.16, -3.53], [1.92, 0.00, 0.96], [1.86, -0.93, 2.31], [2.35, -0.18, 1.78], [2.39, -0.67, -2.42], [3.30, 0.54, -3.26], [2.71, -0.28, -3.39], [-1.67, 0.81, 2.93], [-2.85, 0.91, 3.63], [-2.44, 0.42, 2.97]]
}

***

Verdict on stability: two) comes out at the bottom.

***

one) {
  "formula": "C4H8N3",
  "method": "the ωB97M-V functional and the def2-TZVPD basis",
  "orbital_gap_ev": [6.1708, 7.7296],
  "spin_multiplicity": 3,
  "lumo_energy_ev": [-3.576, -7.384],
  "total_charge": 1,
  "homo_ha": [-0.3582, -0.5554],
  "elements": ["C", "C", "C", "C", "N", "N", "N", "H", "H", "H", "H", "H", "H", "H", "H"],
  "coordinates": [[-0.94, 0.39, 0.23], [1.60, 0.12, 0.17], [-2.34, 0.42, 0.49], [-1.75, -0.56, -0.58], [0.16, 0.77, 0.77], [2.30, 1.00, -0.47], [1.84, -1.13, 0.49], [-2.84, 0.18, 1.37], [-3.04, 1.26, 0.22], [-1.94, -0.20, -1.63], [-1.78, -1.66, -0.27], [1.92, 1.92, -0.68], [3.12, 0.61, -0.89], [1.04, -1.66, 0.81], [2.63, -1.47, -0.03]]
}

***

two) {
  "formula": "C4H8N3",
  "method": "the ωB97M-V functional and the def2-TZVPD basis",
  "orbital_gap_ev": [5.2250, 6.4503],
  "spin_multiplicity": 3,
  "lumo_energy_ev": [-5.888, -8.223],
  "total_charge": 1,
  "homo_ha": [-0.4084, -0.5392],
  "elements": ["C", "C", "C", "C", "N", "N", "N", "H", "H", "H", "H", "H", "H", "H", "H"],
  "coordinates": [[2.24, 1.60, 0.20], [0.76, -0.35, -0.09], [0.96, -1.79, -0.07], [-2.66, 0.37, 0.05], [-0.47, 0.05, 0.07], [-1.47, 0.32, -0.53], [1.76, 0.50, -0.24], [3.15, 2.10, -0.31], [1.98, 2.20, 0.97], [-0.10, -2.27, -0.18], [1.42, -2.05, 0.77], [1.59, -2.11, -0.93], [-3.07, 1.32, -0.19], [-2.76, 0.25, 1.09], [-3.34, -0.14, -0.61]]
}

***

Verdict on stability: two) comes out at the bottom.

***

one) {
  "formula": "C3H11N2",
  "method": "the ωB97M-V functional and the def2-TZVPD basis",
  "orbital_gap_ev": [4.1918, 10.2055],
  "spin_multiplicity": 2,
  "lumo_energy_ev": [0.974, 0.622],
  "total_charge": 0,
  "homo_ha": [-0.1183, -0.3522],
  "elements": ["N", "H", "H", "H", "H", "C", "C", "C", "N", "H", "H", "H", "H", "H", "H", "H"],
  "coordinates": [[0.62, 0.05, -2.38], [-0.19, -0.58, -2.52], [0.71, 0.36, -1.24], [1.48, -0.45, -2.70], [0.49, 0.89, -2.97], [0.07, -1.26, 1.44], [-0.33, 0.05, 0.85], [-1.56, 0.53, 0.80], [0.74, 0.73, 0.16], [0.86, -1.13, 2.18], [0.45, -1.91, 0.66], [-0.79, -1.74, 1.90], [-1.77, 1.46, 0.32], [-2.37, -0.02, 1.24], [1.66, 0.51, 0.56], [0.62, 1.73, 0.17]]
}

***

two) {
  "formula": "C3H11N2",
  "method": "the ωB97M-V functional and the def2-TZVPD basis",
  "orbital_gap_ev": [5.5383, 10.2626],
  "spin_multiplicity": 2,
  "lumo_energy_ev": [1.182, 1.070],
  "total_charge": 0,
  "homo_ha": [-0.1601, -0.3378],
  "elements": ["C", "C", "H", "H", "H", "H", "H", "H", "N", "C", "N", "H", "H", "H", "H", "H"],
  "coordinates": [[-1.26, 0.01, -1.53], [-0.38, -1.18, -1.94], [-2.00, -0.43, -0.89], [-1.80, 0.47, -2.30], [-0.56, 0.78, -1.04], [-0.98, -1.94, -2.20], [0.38, -0.87, -2.64], [0.23, -1.47, -0.98], [0.19, -0.19, 2.33], [0.38, 0.88, 1.48], [1.64, 1.17, 1.24], [1.01, -0.51, 2.78], [-0.71, -0.47, 2.65], [-0.37, 1.48, 0.94], [1.89, 1.87, 0.63], [2.34, 0.39, 1.46]]
}

***

three) {
  "formula": "C3H11N2",
  "method": "the ωB97M-V functional and the def2-TZVPD basis",
  "orbital_gap_ev": [6.1532, 10.3246],
  "spin_multiplicity": 2,
  "lumo_energy_ev": [1.016, 0.984],
  "total_charge": 0,
  "homo_ha": [-0.1888, -0.3433],
  "elements": ["C", "C", "H", "H", "H", "H", "H", "H", "N", "C", "N", "H", "H", "H", "H", "H"],
  "coordinates": [[0.75, -3.21, -2.15], [0.61, -2.23, -0.96], [-0.23, -3.64, -2.37], [1.55, -3.95, -2.03], [1.13, -2.62, -2.99], [0.11, -2.78, -0.16], [1.56, -2.00, -0.47], [0.06, -1.40, -1.39], [-0.43, 2.00, 0.64], [-0.59, 3.16, 1.39], [-0.96, 3.27, 2.71], [0.28, 1.91, -0.06], [-1.05, 1.22, 0.79], [-0.15, 4.00, 0.85], [-1.67, 3.91, 3.02], [-0.96, 2.37, 3.19]]
}

***

Verdict on stability: one) comes out at the bottom.